# C3H8BrN2

A molecular structure, C3H8BrN2 (wB97M-V/def2-TZVPD, the OMol25 dataset).

Output
* net charge: +1
* HOMO-LUMO gap: 11.353 eV
* ΔE to the lowest compared entry with this formula, charge and spin: 57.5 kcal per mole
* energy: -76254.8168 eV
* spin multiplicity: 1
* LUMO level: -0.12341 hartree
* highest occupied orbital energy: -14.71 eV

Last column: Mulliken charge in e.
Element x y z (Å)
C: 0.2796 -0.0535 -0.4395  0.62
C: -1.6816 -0.9616 0.8685  -0.77
C: 1.3730 1.6434 -0.2654  -0.57
N: -0.7235 -0.0140 0.3963  -0.04
N: 0.9382 -0.9128 -1.1136  -0.35
Br: 0.4560 2.6424 1.0845  -0.09
H: -1.3302 -1.9492 0.6700  0.32
H: -1.7857 -0.7709 1.9627  0.30
H: -2.7117 -0.9117 0.4444  0.29
H: 1.3569 2.1480 -1.3023  0.40
H: 2.2212 0.9593 -0.0700  0.39
H: -0.8727 0.9179 0.6576  0.04
H: 1.8159 -0.8299 -1.5747  0.22
H: 0.6645 -1.9075 -1.3185  0.24